# 1
127
Properties=species:S:1:pos:R:3:forces:R:3 method="wB97M-V/def2-TZVPD" relative_energy_ev=4.212 total_charge=-1 lumo_ev=2.0
B 24.310000 59.842000 39.285000 -0.560 -0.304 -1.023
F 23.509000 60.711000 38.586000 -1.613 1.219 -1.118
F 25.585000 60.131000 38.888000 2.218 -0.356 -0.449
F 24.176000 60.114000 40.599000 -0.240 -0.016 2.308
F 23.924000 58.531000 38.946000 0.289 -0.302 0.208
C 26.725000 62.212000 36.684000 -2.962 -1.791 -0.360
C 27.235000 61.287000 35.593000 -2.805 -1.734 1.048
O 28.071000 61.640000 34.819000 0.618 -0.027 -0.608
C 26.626000 59.799000 35.636000 2.058 2.548 -7.202
H 27.165000 61.849000 37.553000 0.656 -0.753 1.915
H 25.608000 62.374000 36.944000 1.671 -0.965 -0.892
H 27.122000 63.111000 36.495000 1.479 3.565 -0.696
H 26.991000 59.315000 36.404000 2.117 -2.486 4.022
H 26.983000 59.268000 34.592000 -0.703 1.184 2.673
H 25.598000 59.694000 35.662000 -2.233 0.474 0.165
C 20.746000 60.894000 40.996000 -7.207 0.760 -0.388
C 20.386000 59.941000 42.009000 -5.085 -2.810 0.277
O 19.175000 59.806000 42.393000 3.466 1.184 -0.680
C 21.292000 58.839000 42.281000 0.017 -2.562 -0.782
H 21.222000 60.505000 40.222000 2.345 -2.304 -3.368
H 21.321000 61.632000 41.312000 2.329 3.780 1.619
H 19.651000 61.212000 40.572000 2.788 0.040 0.983
H 20.794000 58.156000 42.889000 -1.176 -0.625 2.088
H 22.132000 59.167000 42.817000 1.867 0.096 0.068
H 21.386000 57.983000 41.496000 0.782 2.438 0.247
C 28.085000 58.373000 45.714000 0.273 -1.041 -0.224
O 26.756000 57.952000 45.293000 0.758 0.586 -1.087
P 25.990000 58.555000 44.015000 -0.156 0.004 0.515
O 24.759000 59.112000 44.491000 -2.618 1.115 0.552
O 26.985000 59.732000 43.573000 0.949 -1.398 -1.899
C 27.128000 60.207000 42.208000 -0.346 1.111 -0.610
O 25.660000 57.422000 42.944000 4.839 0.220 1.107
C 24.474000 57.371000 42.195000 -1.219 0.103 2.012
H 28.257000 57.564000 46.449000 0.603 0.886 -0.090
H 28.245000 59.412000 46.137000 -0.957 -1.174 -0.455
H 28.781000 58.254000 44.860000 -0.261 0.077 0.543
H 26.415000 61.030000 42.080000 0.212 -0.247 -0.058
H 27.066000 59.589000 41.309000 -1.123 -1.220 0.785
H 28.123000 60.553000 41.969000 0.612 0.586 1.165
H 24.231000 58.407000 42.038000 -0.566 -0.046 -1.445
H 23.819000 57.057000 43.012000 -1.035 -0.396 -0.851
H 24.566000 56.611000 41.413000 -0.050 0.734 -0.066
C 18.079000 59.728000 35.757000 -1.707 0.305 -0.436
O 18.407000 58.986000 34.606000 1.866 0.240 -1.415
P 19.880000 58.392000 34.509000 0.824 -5.449 0.268
O 19.856000 56.955000 34.954000 -0.320 0.947 0.375
O 20.284000 58.209000 32.967000 0.837 2.722 -0.661
C 19.431000 57.579000 32.002000 -1.742 -0.180 1.140
O 20.987000 59.126000 35.375000 -0.566 1.428 -0.499
C 22.424000 58.781000 35.434000 -0.716 -0.622 -1.881
H 16.942000 59.791000 35.687000 1.579 1.050 0.115
H 18.757000 60.591000 35.772000 -1.044 0.324 0.291
H 18.218000 59.098000 36.587000 0.535 -0.698 1.455
H 19.367000 56.578000 32.438000 -0.440 -0.299 -0.595
H 19.849000 57.482000 30.931000 -0.511 0.909 1.918
H 18.370000 58.073000 32.152000 2.006 -0.942 -1.146
H 22.915000 59.225000 36.309000 -0.487 0.602 -0.421
H 22.819000 59.084000 34.388000 -0.143 -0.540 2.027
H 22.442000 57.700000 35.626000 0.234 0.216 -0.537
C 19.341000 53.415000 36.875000 1.556 2.846 -1.741
O 19.319000 54.912000 36.840000 0.396 1.362 -0.547
P 20.363000 55.866000 37.604000 0.169 -2.150 5.686
O 20.547000 55.323000 39.044000 -0.194 0.359 -2.882
O 21.820000 56.032000 36.978000 -0.843 -0.229 -2.610
C 22.945000 55.722000 37.785000 -2.923 -0.412 5.936
O 19.758000 57.317000 37.857000 -1.758 -2.206 -2.703
C 20.312000 58.210000 38.743000 -0.736 4.349 -1.705
H 18.747000 53.170000 37.720000 -0.044 -0.803 0.671
H 20.428000 53.235000 36.851000 -0.667 -0.987 0.610
H 18.924000 53.130000 35.885000 0.040 0.060 0.888
H 22.788000 54.677000 38.282000 0.800 1.762 -1.362
H 22.696000 56.434000 38.683000 1.388 -1.422 -1.086
H 23.932000 55.958000 37.507000 0.646 0.080 -1.667
H 20.846000 57.728000 39.553000 0.249 0.215 -0.060
H 19.372000 58.877000 39.115000 2.366 -1.514 -0.433
H 20.918000 58.930000 37.948000 -0.729 -1.418 2.915
C 26.589000 56.740000 38.312000 1.332 -0.386 -4.687
O 27.190000 55.466000 38.584000 1.343 -1.779 -0.428
P 26.852000 54.080000 37.812000 -4.636 0.299 2.671
O 25.395000 53.721000 37.939000 1.942 0.194 0.073
O 27.191000 54.290000 36.322000 2.322 0.751 -0.514
C 27.198000 53.128000 35.535000 -4.145 -0.013 -2.709
O 27.752000 52.871000 38.368000 1.047 2.094 -0.784
C 27.236000 51.577000 38.563000 1.616 -1.656 -3.366
H 26.959000 57.539000 38.838000 1.842 1.226 2.063
H 25.590000 56.733000 38.619000 -1.880 -0.199 -0.581
H 26.931000 57.131000 37.170000 -1.745 -1.461 2.710
H 27.289000 52.175000 36.014000 1.864 -0.271 0.402
H 27.594000 53.363000 34.510000 0.324 -0.635 1.443
H 26.079000 52.931000 35.341000 1.082 0.596 -0.337
H 26.578000 51.163000 37.758000 0.736 0.756 -0.202
H 26.550000 51.634000 39.286000 -1.963 -0.328 3.692
H 28.110000 50.866000 38.613000 -1.031 0.888 0.640
C 22.158000 68.235000 38.074000 -4.600 -0.145 2.633
O 21.826000 67.239000 37.127000 -0.290 -0.863 1.320
P 22.238000 65.771000 37.439000 -0.198 -3.864 -8.426
O 21.669000 64.930000 36.282000 0.900 1.681 2.912
O 23.854000 65.772000 37.210000 -0.431 0.404 1.436
C 24.391000 65.290000 35.998000 3.296 -1.039 -1.670
O 21.813000 65.231000 38.806000 0.663 1.480 1.320
C 22.621000 64.287000 39.497000 5.917 4.143 -3.830
H 22.759000 68.838000 37.525000 3.165 1.843 -0.387
H 22.383000 67.801000 39.218000 -0.331 1.574 -3.316
H 21.169000 68.877000 37.980000 1.719 -1.042 1.447
H 24.118000 65.727000 35.081000 -1.979 1.232 -0.745
H 24.146000 64.194000 35.775000 0.888 1.353 0.911
H 25.574000 65.682000 35.767000 -2.680 -1.755 1.944
H 22.050000 63.891000 40.082000 -6.616 -4.485 6.792
H 23.460000 64.666000 40.101000 -0.278 0.645 -0.611
H 22.983000 63.524000 38.900000 0.825 -1.293 -1.751
C 22.851000 62.514000 32.936000 4.712 9.516 1.500
O 22.191000 63.039000 34.169000 0.337 1.674 0.212
P 20.622000 62.794000 34.512000 0.416 -5.106 -3.846
O 20.308000 61.555000 33.662000 -0.235 2.068 1.033
O 20.354000 62.360000 36.002000 -0.872 2.905 -1.964
C 21.273000 61.946000 36.949000 0.920 -5.294 -2.370
O 19.701000 63.992000 34.007000 0.789 0.232 3.276
C 19.809000 64.394000 32.666000 1.491 -2.218 -0.755
H 22.679000 63.111000 32.014000 -0.334 -0.628 0.852
H 22.626000 61.639000 32.995000 -3.166 -10.318 -0.828
H 24.049000 62.454000 33.110000 -2.682 0.859 -0.003
H 22.344000 62.174000 36.689000 -1.067 -0.999 -0.094
H 20.855000 60.780000 37.113000 2.288 2.849 -0.257
H 21.098000 62.409000 37.796000 -1.031 2.463 4.259
H 19.287000 63.466000 32.171000 1.256 2.289 -0.335
H 20.947000 64.571000 32.447000 -2.134 -0.606 -0.187
H 19.342000 65.354000 32.612000 -0.662 0.314 -0.416

***

# 2
115
Properties=species:S:1:pos:R:3:forces:R:3 method="wB97M-V/def2-TZVPD" total_charge=-1 lumo_ev=2.2
Cu 20.527520 21.987240 -4.808580 0.496 -0.596 -0.075
Cu 21.966250 19.437800 -7.197830 -0.204 -0.024 0.801
Cu 18.969890 18.950020 -5.320460 0.477 -0.147 -0.001
S 21.633710 19.230680 -4.186470 5.209 -0.908 1.474
O 22.390030 20.297190 -4.824860 0.767 2.959 -2.041
O 21.389540 18.246470 -5.252980 -1.531 -1.359 -1.413
O 22.479580 18.730470 -3.109170 -0.771 -0.981 0.129
O 20.427850 19.810360 -3.667120 -4.653 1.022 0.533
S 19.551190 20.888260 -7.374380 1.651 3.260 -0.309
O 18.900190 21.652110 -8.436750 -0.232 -0.620 0.112
O 19.638850 19.464470 -7.620260 -0.363 -1.713 -0.533
O 20.937800 21.395520 -7.187520 0.987 0.033 -0.699
O 18.928540 21.154420 -6.072170 -1.924 -0.470 1.426
C 15.173340 17.217350 -7.211320 -0.637 -0.768 -1.131
C 16.680090 16.957960 -7.381080 -1.487 0.683 1.199
C 17.092470 16.475380 -8.755860 -0.224 0.838 -0.916
O 16.472730 15.309160 -9.262510 -0.419 1.252 0.030
C 16.889150 14.072950 -8.749220 0.261 0.897 -0.339
N 17.424140 18.170630 -7.016820 0.984 -0.489 0.505
H 14.693870 17.839660 -7.966930 0.646 0.622 -0.228
H 14.824520 17.604960 -6.254140 0.479 -0.247 0.207
H 14.658600 16.287660 -7.453830 -0.081 -0.367 0.571
H 16.903130 16.164790 -6.667470 0.272 -0.027 0.202
H 18.181150 16.506780 -8.799260 0.486 -0.931 0.185
H 16.872790 17.248780 -9.491870 -0.520 0.149 0.008
H 17.949930 14.016360 -8.993440 0.209 -0.747 0.244
H 16.283420 13.370390 -9.321590 0.284 -0.421 0.457
H 16.727630 14.052600 -7.671450 -0.008 -0.535 0.073
H 16.913340 19.039200 -6.947860 -0.583 -0.213 -0.312
H 18.157530 18.332610 -7.692110 0.220 0.221 0.120
C 21.864630 23.334590 -12.508060 0.440 0.936 0.366
C 21.483830 23.423000 -11.033190 -0.140 0.142 -1.947
C 20.459010 24.560860 -10.884980 -0.304 -1.267 0.765
O 20.908780 25.920280 -11.134710 -0.027 -3.479 -0.214
C 20.187950 26.741360 -10.314210 0.626 2.426 0.424
N 21.012930 22.066230 -10.673950 -0.084 0.837 1.203
H 20.941960 23.455250 -13.075710 -0.021 -0.815 -0.282
H 22.445090 22.425930 -12.667800 -0.246 0.077 -0.441
H 22.425610 24.221280 -12.803350 0.381 -0.031 0.017
H 22.338110 23.677560 -10.405900 0.133 -0.221 0.023
H 20.098430 24.326870 -9.883310 0.161 1.230 0.936
H 19.531750 24.292900 -11.391420 0.022 0.301 -1.080
H 19.207630 27.022680 -10.698820 -0.520 -0.612 0.240
H 20.738500 27.681240 -10.354550 0.013 0.335 0.298
H 20.232370 26.402340 -9.279230 -0.548 -0.003 0.096
H 20.042680 21.874880 -10.879150 -0.419 0.353 -1.157
H 20.881920 22.062070 -9.672490 0.545 -0.144 0.794
C 19.409190 18.501930 -11.300240 -0.705 -0.761 0.257
C 20.857140 18.188430 -11.018880 0.830 1.685 -1.843
C 21.745280 18.603200 -12.277120 -0.401 0.251 0.602
O 21.447350 17.733650 -13.331630 -0.268 -1.947 -0.480
C 21.905700 18.030210 -14.622430 0.131 1.746 -0.132
N 21.186040 19.087490 -9.903810 1.676 -0.782 0.267
H 19.213490 19.495990 -10.898190 -0.174 0.241 -0.794
H 18.836190 17.867070 -10.624420 -0.415 -0.228 -0.243
H 19.089310 18.356090 -12.331990 -0.098 0.042 0.079
H 21.053330 17.122380 -10.904200 -0.019 0.039 0.592
H 22.809980 18.620560 -12.044290 0.243 -0.348 0.287
H 21.527280 19.607280 -12.640990 -0.368 0.482 0.431
H 21.095800 18.058950 -15.351360 -0.358 -0.187 0.206
H 22.701520 17.456210 -15.097070 0.127 -0.825 0.763
H 22.313980 19.040660 -14.602280 0.041 0.358 -0.171
H 20.374860 19.265100 -9.328880 -0.050 -0.356 0.059
H 21.376450 19.969420 -10.357750 0.289 0.486 0.165
C 17.691760 25.118250 -7.209280 -0.773 0.204 0.042
C 18.186660 25.187890 -5.773120 -0.338 -0.325 -0.362
C 17.060390 25.225920 -4.682250 1.806 1.789 -0.365
O 16.363020 26.502990 -4.722450 -1.614 -2.310 -1.120
C 14.950950 26.256940 -5.103700 1.546 2.332 0.454
N 19.097990 24.037460 -5.561430 -0.395 0.627 0.734
H 16.892790 25.825460 -7.432000 -0.277 0.073 0.203
H 17.326570 24.108430 -7.396380 0.081 0.056 -0.416
H 18.480950 25.410800 -7.901890 0.198 -0.469 -0.047
H 18.780730 26.101770 -5.770950 -0.047 0.154 0.894
H 17.607890 25.290670 -3.741960 -0.181 -0.777 0.227
H 16.369510 24.386270 -4.758280 0.132 -0.091 0.132
H 14.709520 27.256610 -5.464920 -0.649 -0.077 -0.082
H 14.369320 26.071980 -4.200590 -0.080 -0.431 -0.132
H 14.769980 25.565560 -5.926710 0.402 -0.280 0.279
H 19.827970 24.141540 -6.251660 0.324 -0.306 -0.075
H 18.578900 23.203100 -5.794820 -0.014 -0.318 -0.276
C 16.163110 19.901830 -9.959250 0.989 1.749 -0.642
C 16.087290 21.488600 -10.008030 -0.436 -2.351 -0.802
C 15.730500 22.164370 -8.668760 -0.693 -0.678 -0.964
O 15.361290 23.488730 -9.043830 -0.343 0.316 0.230
C 14.152850 23.943210 -8.466270 0.589 0.045 0.124
N 17.264170 22.050840 -10.642700 0.384 0.196 0.279
H 17.124310 19.743980 -9.470080 -0.401 -0.860 0.794
H 16.339260 19.497860 -10.956180 0.017 0.402 -0.357
H 15.250770 19.390840 -9.651640 0.312 0.185 0.839
H 15.385710 21.659160 -10.824610 -1.170 0.480 0.823
H 16.504260 22.117520 -7.902470 0.643 0.363 -0.400
H 14.922820 21.626180 -8.172670 -0.674 0.054 -0.258
H 13.893100 24.925260 -8.861490 0.314 0.042 -0.083
H 14.319090 24.028140 -7.392380 -0.418 0.008 0.256
H 13.306450 23.291010 -8.681510 -0.009 -0.319 0.063
H 18.058360 21.850150 -10.051870 0.224 -0.170 0.173
H 17.101310 23.030380 -10.458060 0.339 0.659 -0.527
C 21.973120 26.381690 -5.554110 -0.224 2.209 -0.201
C 22.472910 25.378170 -6.571970 1.248 2.545 -1.331
C 23.954130 25.693130 -7.091560 -1.484 0.585 -0.754
O 23.894040 26.988760 -7.718860 0.770 0.847 0.392
C 25.206040 27.452070 -8.079890 -0.402 -0.470 0.754
N 22.296290 24.131380 -5.981120 0.389 -1.935 0.306
H 21.829690 27.351930 -6.029660 0.267 0.207 -0.213
H 22.635770 26.615050 -4.720720 0.431 -0.470 0.024
H 20.994740 26.231320 -5.097740 0.016 -0.942 -0.245
H 22.003720 25.558900 -7.539080 -1.068 -0.515 0.165
H 24.194560 25.092900 -7.969070 0.049 -1.122 0.451
H 24.714320 25.577520 -6.319010 0.182 0.331 0.198
H 25.679010 26.794910 -8.809650 0.043 -0.247 -0.047
H 25.787060 27.466200 -7.157770 0.442 -0.015 -0.046
H 25.240260 28.462260 -8.487880 -0.723 -0.034 0.019
H 23.008810 24.170070 -5.266320 -0.063 -0.922 0.650
H 22.516020 23.359600 -6.594450 0.054 -0.360 -0.122

***

Number 1: orbital gap 0.3200 hartree, strongest force on any atom 10.82 eV/Å. Number 2: orbital gap 0.2723 hartree, strongest force on any atom 5.49 eV/Å.